Entry 1:
Density functional theory data (ωB97M-V/def2-TZVPD) for a structure of composition C10H16Cl2N2Pd in a non-equilibrium geometry.

```
31
Properties=species:S:1:pos:R:3:mulliken_charge:R:1
Pd 2.905 0.105 -0.657 0.581
Cl 1.906 0.233 -2.757 -0.379
Cl 5.121 -0.706 -0.670 -0.425
C -1.661 -1.827 -0.007 -1.305
H -2.667 -2.322 0.204 0.391
H -1.316 -2.239 -1.001 0.240
C -0.327 0.450 -0.042 -0.928
C -1.715 -0.271 0.025 0.590
H 0.191 0.396 0.909 0.714
C -2.654 0.356 -1.060 -0.905
H -2.054 0.018 0.975 0.306
C -1.894 0.780 -2.308 -0.451
H -3.482 -0.333 -1.354 0.379
H -3.098 1.242 -0.576 0.321
C -1.002 1.961 -2.013 -0.865
H -1.311 -0.062 -2.689 0.265
H -2.652 1.088 -3.068 0.341
C -0.146 1.720 -0.719 -0.322
H -0.363 2.146 -2.914 0.252
H -1.608 2.860 -1.856 0.341
H 0.940 1.967 -0.914 0.358
H -0.499 2.454 0.039 0.277
N 1.109 -1.137 1.661 -0.408
C 1.321 -1.485 2.967 -0.066
C 2.586 -1.046 3.424 -0.753
C 3.212 -0.468 2.299 -0.151
N 2.332 -0.541 1.242 0.084
H -0.939 -2.124 0.775 0.291
H 0.566 -2.057 3.529 0.411
H 3.008 -1.111 4.419 0.376
H 4.191 -0.049 2.137 0.439
```

## Properties
* multiplicity: 5
* max |F|: 0.085 hartree/bohr
* energy relative to the best compared isomer or geometry (same formula, charge and spin): 7.73 kJ/mol
* orbital gap (alpha / beta): 7.7 / 5.3 eV
* LUMO (alpha / beta): 0.3 / -4.4 eV

=====

Entry 2:
Density functional theory data (ωB97M-V/def2-TZVPD) for a cluster of 2 separate species, C5H7N3O2 in total in a non-equilibrium geometry.

```
17
Properties=species:S:1:pos:R:3:mulliken_charge:R:1
C 0.768 -1.792 0.326 -0.058
C 0.547 -2.945 1.113 -0.536
C 0.067 -0.831 0.943 0.151
C -1.217 1.206 -1.238 -0.455
C 0.102 1.861 -0.892 0.822
N -0.314 -2.659 2.110 -0.753
N -0.607 -1.331 1.940 0.181
N -0.713 1.389 0.145 -0.611
O 0.409 3.200 -0.956 -0.509
O 1.211 1.074 -1.134 -0.448
H 1.422 -1.731 -0.565 0.352
H 1.029 -3.846 0.942 0.461
H -2.132 1.653 -1.792 0.251
H -0.847 0.256 -1.653 0.239
H -1.321 -0.732 2.483 0.305
H -0.299 3.520 -0.414 0.325
H 1.893 1.707 -1.359 0.283
```

## Properties
* max |F|: 0.077 hartree/bohr
* energy relative to the best compared isomer or geometry (same formula, charge and spin): 717.27 kJ/mol
* orbital gap: 7.6 eV
* LUMO: -1.7 eV

=====

Entry 3:
Density functional theory data (ωB97M-V/def2-TZVPD) for a cluster of 5 separate species, C25H43FO6 in total.

```
75
Properties=species:S:1:pos:R:3:mulliken_charge:R:1
O -0.338 0.151 3.107 -0.626
C -0.936 -0.647 2.413 0.291
C -0.245 -1.828 1.850 -0.448
C -0.885 -2.753 1.135 -0.723
C -2.332 -2.656 0.851 0.259
O -2.912 -3.534 0.244 -0.620
C -3.043 -1.437 1.334 -0.022
C -4.380 -1.270 1.016 -0.389
C -5.069 -0.149 1.458 1.300
C -6.523 0.024 1.091 -1.259
C -7.422 0.426 2.262 -0.685
C -7.443 -0.606 3.389 -0.316
F -7.179 -1.884 2.900 -0.302
C -4.399 0.796 2.232 -0.451
C -3.074 0.642 2.551 -1.130
C -2.377 -0.483 2.094 0.531
H 0.820 -1.890 2.030 0.465
H -0.366 -3.612 0.734 0.501
H -4.884 -2.015 0.419 0.554
H -6.890 -0.918 0.692 0.426
H -6.623 0.766 0.297 0.383
H -8.433 0.568 1.882 0.421
H -7.093 1.376 2.681 0.325
H -8.422 -0.640 3.865 0.334
H -6.698 -0.389 4.154 0.251
H -4.929 1.673 2.577 0.326
H -2.554 1.381 3.142 0.477
C -2.487 2.746 -2.336 -1.487
C -3.323 1.587 -1.819 0.930
C -3.093 0.320 -2.631 -1.171
O -4.710 1.928 -1.813 -0.517
H -2.761 2.973 -3.370 0.369
H -2.658 3.642 -1.739 0.357
H -1.422 2.510 -2.309 0.352
H -3.077 1.382 -0.775 -0.055
H -3.375 0.471 -3.677 0.396
H -3.705 -0.492 -2.237 0.270
H -2.046 0.013 -2.604 0.257
H -4.973 2.122 -2.719 0.337
C 3.569 0.802 3.518 -1.377
C 3.399 -0.671 3.186 0.719
C 4.717 -1.429 3.256 -1.437
O 2.795 -0.827 1.905 -0.372
H 4.245 1.273 2.799 0.304
H 2.607 1.312 3.465 0.298
H 3.985 0.938 4.517 0.412
H 2.688 -1.114 3.887 0.306
H 5.424 -1.021 2.529 0.288
H 4.565 -2.483 3.021 0.339
H 5.164 -1.354 4.248 0.423
H 3.383 -0.455 1.233 0.205
C 4.104 -1.870 -2.898 -1.303
C 3.447 -1.844 -1.528 0.584
C 1.955 -2.125 -1.610 -1.054
O 3.680 -0.602 -0.864 -0.484
H 3.661 -1.104 -3.542 0.192
H 5.174 -1.674 -2.819 0.280
H 3.963 -2.837 -3.382 0.440
H 3.920 -2.590 -0.887 0.251
H 1.461 -1.360 -2.216 0.346
H 1.510 -2.104 -0.615 0.002
H 1.758 -3.097 -2.064 0.442
H 3.275 0.104 -1.383 0.282
C 6.002 2.819 -4.261 -1.309
C 5.291 2.496 -2.957 0.361
C 6.061 1.503 -2.106 -0.894
O 3.971 2.000 -3.213 -0.532
H 6.126 1.912 -4.859 0.329
H 5.423 3.532 -4.848 0.324
H 6.991 3.240 -4.076 0.384
H 5.137 3.416 -2.392 0.269
H 6.164 0.554 -2.638 0.141
H 5.519 1.303 -1.183 0.157
H 7.060 1.863 -1.858 0.443
H 4.069 1.199 -3.741 0.327
```

## Properties
* max |F|: 0.013 hartree/bohr
* orbital gap: 8.5 eV
* LUMO: -0.9 eV